{
  "formula": "C4H12",
  "method": "wB97M-V/def2-TZVPD",
  "smiles": "CC.CC",
  "charge": 0,
  "lumo_energy_ev": 1.19,
  "largest_force_ev_per_a": 2.409,
  "gap_ev": 12.7,
  "multiplicity": 1,
  "species": ["C", "C", "H", "H", "H", "H", "H", "H", "C", "C", "H", "H", "H", "H", "H", "H"],
  "coordinates": [[-1.722, -0.341, 0.616], [-2.082, -1.832, 0.711], [-1.537, -0.055, -0.416], [-2.475, 0.342, 1.019], [-0.810, -0.169, 1.173], [-3.020, -1.981, 1.247], [-1.322, -2.457, 1.187], [-2.164, -2.287, -0.272], [1.409, 0.499, -0.705], [2.343, 1.717, -0.498], [0.668, 0.687, -1.473], [2.018, -0.279, -1.195], [1.167, 0.023, 0.233], [1.946, 2.378, 0.263], [2.196, 2.343, -1.384], [3.385, 1.413, -0.506]],
  "nbo_charge": [-0.612, -0.617, 0.206, 0.206, 0.203, 0.206, 0.204, 0.204, -0.616, -0.619, 0.210, 0.198, 0.207, 0.208, 0.200, 0.211]
}

{
  "formula": "C3H14O4",
  "method": "wB97M-V/def2-TZVPD",
  "smiles": "CC(C)O.O.O.O",
  "charge": 0,
  "lumo_energy_ev": 0.28,
  "largest_force_ev_per_a": 4.412,
  "gap_ev": 10.3,
  "multiplicity": 1,
  "species": ["C", "C", "C", "O", "H", "H", "H", "H", "H", "H", "H", "H", "H", "H", "O", "H", "H", "O", "H", "H", "O"],
  "coordinates": [[0.610, 0.687, -2.164], [1.216, 1.519, -1.134], [0.378, 1.731, 0.167], [2.771, 1.168, -1.062], [1.122, 0.849, -3.198], [0.548, -0.445, -1.860], [-0.392, 0.897, -2.265], [1.317, 2.514, -1.593], [-0.565, 2.287, 0.279], [0.297, 0.769, 0.741], [0.995, 2.385, 0.683], [2.942, 1.447, -0.173], [-0.270, -2.899, -4.148], [-0.784, -3.765, -2.928], [-1.062, -3.433, -3.803], [-2.290, -0.213, 5.371], [-1.174, -1.228, 5.441], [-2.002, -1.128, 4.928], [-1.758, -0.656, 2.643], [-0.600, -1.514, 2.227], [-1.299, -0.970, 1.849]],
  "nbo_charge": [-0.623, 0.096, -0.667, -0.737, 0.217, 0.204, 0.218, 0.165, 0.241, 0.229, 0.201, 0.454, 0.473, 0.471, -0.944, 0.472, 0.470, -0.940, 0.483, 0.464, -0.947]
}

{
  "formula": "C5H11NO",
  "method": "wB97M-V/def2-TZVPD",
  "charge": -1,
  "lumo_energy_ev": [3.84, 3.80],
  "largest_force_ev_per_a": 1.808,
  "gap_ev": [3.3, 6.8],
  "multiplicity": 2,
  "species": ["C", "C", "N", "C", "C", "C", "O", "H", "H", "H", "H", "H", "H", "H", "H", "H", "H", "H"],
  "coordinates": [[-1.714, 0.885, -0.205], [-0.792, 0.211, 0.867], [0.633, 0.078, 0.539], [1.187, 1.381, 0.109], [0.934, -0.977, -0.417], [0.451, -2.392, -0.149], [1.138, -3.384, -0.541], [-2.263, 1.770, 0.123], [-1.017, 1.091, -1.016], [-2.517, 0.216, -0.514], [-0.770, 0.844, 1.762], [-1.166, -0.775, 1.134], [0.594, 2.170, 0.578], [2.175, 1.396, 0.574], [1.186, 1.608, -0.960], [2.012, -0.930, -0.592], [0.515, -0.707, -1.455], [-0.587, -2.488, 0.163]],
  "mulliken_spin": [0.051, 0.080, -0.049, 0.041, 0.042, 0.587, 0.172, -0.001, -0.041, -0.004, -0.020, -0.058, 0.000, -0.028, -0.010, 0.070, 0.066, 0.104]
}

{
  "formula": "C5H12NO2P",
  "method": "wB97M-V/def2-TZVPD",
  "smiles": "C=NCCCC[P@@H](=O)O",
  "charge": 0,
  "lumo_energy_ev": 0.89,
  "largest_force_ev_per_a": 9.022,
  "gap_ev": 10.2,
  "multiplicity": 1,
  "species": ["C", "C", "C", "C", "C", "N", "O", "O", "P", "H", "H", "H", "H", "H", "H", "H", "H", "H", "H", "H", "H"],
  "coordinates": [[0.832, 0.001, -0.919], [0.415, -0.952, 0.128], [2.110, 0.592, -0.405], [1.328, 1.709, 1.648], [-0.982, -0.586, 0.695], [1.617, 1.649, 0.400], [-2.163, -1.191, -1.694], [-3.148, 0.789, -0.865], [-2.641, -0.515, -0.362], [0.915, -0.473, -1.924], [0.160, 0.848, -1.084], [0.575, -2.007, -0.426], [1.157, -1.014, 0.790], [2.596, -0.243, 0.141], [2.899, 0.965, -0.997], [0.762, 2.578, 1.950], [1.564, 0.894, 2.417], [-1.200, -1.272, 1.691], [-0.738, 0.255, 1.045], [-2.455, -0.566, -2.373], [-3.603, -1.463, 0.146]],
  "nbo_charge": [-0.416, -0.391, -0.236, -0.081, -0.692, -0.393, -1.015, -1.089, 1.919, 0.219, 0.228, 0.211, 0.205, 0.145, 0.212, 0.183, 0.140, 0.218, 0.204, 0.522, -0.094]
}

{
  "formula": "C3H4Cl2",
  "method": "wB97M-V/def2-TZVPD",
  "charge": 0,
  "lumo_energy_ev": [0.00, -0.18],
  "largest_force_ev_per_a": 3.953,
  "gap_ev": [9.0, 7.9],
  "multiplicity": 1,
  "species": ["C", "C", "C", "Cl", "Cl", "H", "H", "H", "H"],
  "coordinates": [[0.508, -0.023, -1.264], [0.065, 0.752, -0.067], [-0.485, -0.283, 0.957], [-2.149, -0.711, 0.919], [0.536, -1.243, 2.016], [-0.215, -0.521, -1.766], [1.379, -0.623, -1.043], [0.933, 1.115, 0.481], [-0.571, 1.536, -0.232]],
  "nbo_charge": [-0.253, -0.521, -0.072, 0.043, 0.029, 0.159, 0.167, 0.223, 0.225]
}